Here is a cluster of 14 separate species, C40H108O14 in total from OMol25. Energies are from ωB97M-V/def2-TZVPD.

XYZ file:
```
162
C40H108O14 (ωB97M-V/def2-TZVPD)
C -0.623 0.554 -0.648
C 0.408 -0.253 0.178
C -0.160 -0.708 1.547
O 0.716 -1.377 -0.544
H -0.381 0.575 -1.711
H -0.757 1.567 -0.267
H -1.578 0.035 -0.564
H 1.336 0.302 0.322
H 0.620 -1.118 2.190
H -1.036 -1.354 1.493
H -0.573 0.160 2.060
H 1.617 -1.657 -0.366
C -1.458 -2.757 -3.134
C -0.110 -3.175 -3.673
C 0.716 -1.954 -4.154
O 0.610 -3.785 -2.615
H -2.087 -3.647 -3.129
H -1.974 -2.108 -3.841
H -1.386 -2.200 -2.200
H -0.269 -3.889 -4.481
H 0.775 -1.149 -3.422
H 0.208 -1.611 -5.055
H 1.746 -2.185 -4.424
H 0.741 -3.164 -1.894
C -3.282 -2.636 3.777
C -4.812 -2.949 4.055
C -5.206 -3.057 5.553
O -5.565 -1.845 3.573
H -2.731 -3.557 3.966
H -2.924 -1.875 4.471
H -3.137 -2.300 2.751
H -5.034 -3.826 3.447
H -4.647 -3.859 6.035
H -6.266 -3.274 5.684
H -5.089 -2.120 6.097
H -6.475 -2.115 3.427
C -5.811 1.613 1.578
C -4.424 2.110 1.880
C -3.308 1.073 1.779
O -4.176 3.098 0.936
H -5.773 0.975 0.695
H -6.591 2.369 1.480
H -6.177 0.907 2.323
H -4.406 2.698 2.798
H -2.338 1.419 2.136
H -3.186 0.596 0.806
H -3.610 0.275 2.457
H -3.242 3.319 0.906
C -0.296 -5.267 0.693
C 0.333 -5.561 2.103
C 0.562 -4.359 3.057
O -0.572 -6.399 2.845
H 0.284 -4.532 0.135
H -1.308 -4.869 0.768
H -0.319 -6.131 0.028
H 1.262 -6.094 1.902
H -0.381 -3.866 3.295
H 1.292 -3.645 2.678
H 0.980 -4.674 4.013
H -0.940 -7.015 2.207
C -4.724 -3.852 0.068
C -5.501 -2.833 -0.747
C -4.868 -1.418 -0.921
O -5.651 -3.349 -2.052
H -4.766 -3.411 1.064
H -3.687 -3.935 -0.257
H -5.127 -4.864 0.072
H -6.481 -2.761 -0.275
H -5.510 -0.845 -1.591
H -3.869 -1.332 -1.348
H -4.890 -0.927 0.053
H -6.313 -4.044 -2.009
C 4.672 -0.481 -4.778
C 3.613 0.443 -4.214
C 3.540 0.373 -2.701
O 3.976 1.770 -4.577
H 5.625 -0.345 -4.266
H 4.818 -0.303 -5.844
H 4.443 -1.543 -4.694
H 2.645 0.202 -4.653
H 2.654 0.852 -2.284
H 4.487 0.721 -2.290
H 3.356 -0.635 -2.329
H 3.113 2.185 -4.649
C -2.164 4.163 -1.233
C -1.006 4.518 -0.319
C -0.667 6.002 -0.331
O -1.429 4.137 0.958
H -2.289 3.096 -1.420
H -2.169 4.581 -2.239
H -3.088 4.534 -0.789
H -0.146 3.889 -0.551
H -1.554 6.607 -0.137
H -0.065 6.180 -1.222
H 0.064 6.270 0.432
H -0.732 4.206 1.614
C 4.836 -0.490 4.970
C 3.604 -0.333 4.152
C 3.944 -0.307 2.644
O 2.804 -1.519 4.334
H 4.678 -0.412 6.046
H 5.507 0.338 4.739
H 5.377 -1.433 4.890
H 3.067 0.577 4.417
H 4.563 0.550 2.379
H 3.070 -0.392 1.998
H 4.545 -1.206 2.503
H 3.380 -2.280 4.235
C 0.475 2.602 -3.651
C 0.587 3.482 -4.858
C 0.608 4.983 -4.590
O 1.752 3.144 -5.568
H 0.337 1.555 -3.920
H -0.327 2.913 -2.982
H 1.412 2.644 -3.095
H -0.300 3.356 -5.480
H 1.373 5.294 -3.878
H -0.386 5.363 -4.356
H 0.825 5.580 -5.475
H 1.741 3.608 -6.409
C 2.106 3.126 4.136
C 0.860 3.171 3.239
C -0.405 2.973 4.042
O 0.821 4.336 2.513
H 2.327 4.128 4.503
H 2.986 2.888 3.539
H 2.213 2.409 4.950
H 1.015 2.346 2.543
H -1.237 2.881 3.344
H -0.612 3.777 4.748
H -0.391 1.997 4.527
H 1.675 4.477 2.096
C 3.175 2.777 0.273
C 3.489 4.166 -0.185
C 2.880 4.515 -1.540
O 2.867 5.016 0.732
H 3.947 2.091 -0.075
H 2.244 2.414 -0.162
H 3.089 2.488 1.320
H 4.565 4.335 -0.147
H 1.790 4.494 -1.556
H 3.271 3.785 -2.249
H 3.258 5.458 -1.933
H 3.028 5.901 0.396
C 4.281 -4.038 -1.214
C 3.511 -3.412 -0.020
C 4.160 -3.839 1.324
O 3.610 -1.994 -0.072
H 5.347 -4.167 -1.021
H 4.178 -3.445 -2.122
H 3.882 -4.992 -1.558
H 2.454 -3.675 -0.062
H 5.196 -3.546 1.494
H 4.193 -4.917 1.485
H 3.642 -3.440 2.196
H 4.511 -1.675 0.010
C -2.423 0.660 -4.900
O -2.641 -0.407 -5.833
H -1.778 0.242 -4.127
H -2.005 1.550 -5.371
H -3.383 0.941 -4.466
H -3.262 -0.987 -5.385
```

Output
- Net charge: +1
- Spin multiplicity: 2
- Gap between HOMO and LUMO (alpha / beta): 9.30 / 2.86 eV
- Calculated total energy: -2641.7436 Eh
- E_HOMO (alpha / beta): -0.416 / -0.416 Ha

=====

Here is a structure of composition C29H19Cl2N10NaO6S from OMol25. Energies are from ωB97M-V/def2-TZVPD.

XYZ file:
```
68
C29H19Cl2N10NaO6S (ωB97M-V/def2-TZVPD)
Na -1.592 1.924 -2.747
O -6.027 0.872 1.633
C -5.207 1.255 0.645
C -4.447 2.397 0.797
C -3.544 2.707 -0.172
N -3.496 2.060 -1.341
C -4.304 1.011 -1.495
C -5.140 0.532 -0.523
C -4.205 0.139 -2.787
O -5.134 -0.644 -3.023
O -3.082 0.178 -3.381
C -2.396 3.731 0.151
O -2.542 4.300 1.259
O -1.446 3.767 -0.675
H -5.630 1.176 2.463
H -4.378 3.010 1.692
H -5.656 -0.422 -0.666
Cl 2.769 3.912 -4.855
C 2.550 2.234 -4.477
C 3.633 1.355 -4.657
C 3.496 0.022 -4.461
Cl 4.888 -0.992 -4.765
C 2.260 -0.589 -4.020
C 1.996 -1.964 -3.945
C 0.765 -2.379 -3.508
C -0.191 -1.378 -3.076
N 0.055 -0.094 -3.197
C 1.223 0.279 -3.760
C 1.285 1.768 -4.026
O 0.345 2.577 -3.746
H 4.558 1.589 -5.124
H 2.736 -2.713 -4.277
H 0.499 -3.414 -3.511
H -1.142 -1.746 -2.659
N 0.577 -1.483 3.386
C -0.142 -2.208 4.361
C 0.486 -2.790 5.497
C -0.334 -3.314 6.519
C -1.704 -3.207 6.401
C -2.280 -2.685 5.243
C -1.514 -2.215 4.213
S -2.214 -1.480 2.782
N -0.953 -1.618 1.634
C 0.215 -1.532 2.074
C 1.381 -1.618 1.177
C 1.298 -2.279 -0.041
C 2.451 -2.428 -0.806
C 3.607 -1.859 -0.352
C 3.614 -1.257 0.895
N 2.500 -1.118 1.636
H 1.591 -1.498 3.475
H 1.574 -2.781 5.589
H 0.043 -3.827 7.377
H -2.300 -3.498 7.296
H -3.372 -2.661 5.089
H 0.324 -2.686 -0.359
H 2.369 -2.945 -1.711
H 4.563 -1.916 -0.873
H 4.481 -0.763 1.276
N 1.484 3.846 -0.962
N 2.220 3.511 0.129
N 1.665 2.856 1.174
C 2.722 2.717 1.946
N 3.825 3.271 1.431
N 3.495 3.751 0.275
H 0.443 3.845 -0.758
H 1.644 3.137 -1.666
H 2.743 2.271 2.882
```

Output
- Net charge: -2
- Spin multiplicity: 1
- Gap between HOMO and LUMO: 6.05 eV
- Calculated total energy: -3596.5557 Eh
- Relative energy (zero: lowest compared OMol25 entry of this formula, charge and spin): 0.0 kJ/mol
- E_HOMO: -0.089 Ha

=====

Here is a cluster of 3 separate species, C24H62ClN6O4P2 in total from OMol25. Energies are from ωB97M-V/def2-TZVPD.

XYZ file:
```
99
C24H62ClN6O4P2 (ωB97M-V/def2-TZVPD)
C 4.096 -0.390 -3.446
C 2.794 0.165 -2.794
C 1.497 -0.239 -3.577
C 1.327 -1.790 -3.710
C 0.801 -2.358 -2.336
C -0.756 -2.588 -2.357
C -1.575 -1.340 -1.924
C -1.514 -1.015 -0.383
C -0.786 -2.084 0.480
C -0.961 -1.692 1.996
P 0.591 -0.890 2.680
Cl 0.020 0.010 4.446
C 1.933 -2.161 2.828
C 2.898 -2.010 4.078
N 3.198 -0.644 4.478
N 2.441 -2.834 5.216
N 4.178 -2.600 3.634
P 1.266 0.565 1.133
N 2.801 0.945 1.417
H 4.984 0.075 -2.986
H 4.073 -0.104 -4.515
H 4.150 -1.487 -3.338
H 2.740 -0.126 -1.723
H 2.862 1.271 -2.805
H 0.637 0.252 -3.080
H 1.571 0.227 -4.580
H 2.307 -2.254 -3.901
H 0.594 -2.072 -4.484
H 1.255 -3.337 -2.093
H 1.089 -1.598 -1.578
H -1.033 -2.808 -3.407
H -1.052 -3.487 -1.786
H -2.631 -1.526 -2.192
H -1.270 -0.443 -2.492
H -2.561 -0.977 -0.022
H -1.111 0.010 -0.272
H -1.282 -3.056 0.329
H 0.294 -2.179 0.269
H -1.260 -2.572 2.593
H -1.744 -0.914 2.096
H 2.568 -2.095 1.917
H 1.482 -3.170 2.841
H 3.033 0.031 3.736
H 2.653 -0.449 5.311
H 2.262 -3.769 4.872
H 1.581 -2.412 5.566
H 3.997 -3.387 3.020
H 4.719 -2.882 4.441
H 1.141 -0.046 -0.150
H 0.423 1.710 1.148
H 2.785 1.960 1.541
C 0.339 2.223 6.694
O 0.864 3.301 7.436
C 0.727 4.564 6.784
C -0.292 5.440 7.497
N -1.648 4.926 7.322
C -2.644 5.554 8.193
C -2.481 5.389 9.706
O -2.678 4.063 10.174
C -1.542 3.222 10.085
H 0.646 1.298 7.185
H -0.757 2.252 6.677
H 0.726 2.224 5.672
H 0.482 4.450 5.724
H 1.703 5.053 6.846
H -0.237 6.454 7.091
H -0.009 5.479 8.555
H -1.650 3.932 7.505
H -3.613 5.131 7.915
H -2.688 6.622 7.957
H -3.267 5.983 10.179
H -1.534 5.794 10.079
H -0.607 3.770 10.226
H -1.530 2.690 9.131
H -1.621 2.472 10.874
C 0.989 -2.113 -9.160
O 0.093 -1.102 -9.588
C -0.927 -1.575 -10.465
C -2.286 -1.554 -9.779
N -2.368 -2.569 -8.733
C -3.530 -2.430 -7.855
C -3.644 -1.155 -7.015
O -2.660 -1.036 -5.997
C -1.420 -0.498 -6.428
H 1.819 -1.626 -8.649
H 0.509 -2.798 -8.454
H 1.385 -2.676 -10.009
H -0.696 -2.568 -10.860
H -0.959 -0.882 -11.310
H -3.066 -1.740 -10.523
H -2.432 -0.545 -9.375
H -1.534 -2.524 -8.164
H -3.507 -3.281 -7.168
H -4.437 -2.538 -8.458
H -4.602 -1.202 -6.490
H -3.681 -0.246 -7.625
H -1.539 0.233 -7.231
H -0.746 -1.300 -6.738
H -0.958 0.001 -5.573
```

Output
- Net charge: +1
- Spin multiplicity: 1
- Gap between HOMO and LUMO: 5.63 eV
- Calculated total energy: -2723.6221 Eh
- E_HOMO: -0.374 Ha

=====

Here is a structure of composition C33H40N6O5Y from OMol25. Energies are from ωB97M-V/def2-TZVPD.

XYZ file:
```
85
C33H40N6O5Y (ωB97M-V/def2-TZVPD)
Y -0.077 -0.326 -0.236
C -2.005 2.523 -2.614
C -0.587 2.908 -3.040
C 0.556 2.121 -2.379
N 0.272 0.699 -2.242
C 0.089 -0.020 -3.356
C 0.590 0.368 -4.604
C 0.365 -0.092 -5.902
C -0.523 -1.034 -6.361
C -1.357 -1.797 -5.547
C -1.376 -1.921 -4.179
C -0.584 -1.333 -3.150
N -0.523 -1.815 -1.928
C -0.943 -3.190 -1.670
C -2.214 -3.321 -0.835
C -2.035 -2.850 0.607
N -1.885 -1.403 0.705
C -2.890 -0.672 1.143
C -4.196 -1.169 1.387
C -5.204 -0.701 2.211
C -5.222 0.405 3.046
C -4.248 1.387 3.061
C -3.159 1.578 2.227
C -2.642 0.797 1.162
N -1.823 1.235 0.217
C -1.745 2.674 -0.025
C -2.492 3.103 -1.288
H -2.107 1.435 -2.595
H -2.690 2.866 -3.393
H -0.417 3.975 -2.852
H -0.509 2.781 -4.121
H 0.741 2.522 -1.379
H 1.484 2.316 -2.933
H 1.264 1.215 -4.555
H 0.944 0.421 -6.663
H -0.606 -1.171 -7.431
H -2.086 -2.414 -6.062
H -2.122 -2.612 -3.806
H -0.127 -3.678 -1.121
H -1.050 -3.748 -2.600
H -2.508 -4.374 -0.828
H -3.030 -2.759 -1.303
H -1.125 -3.322 1.002
H -2.859 -3.209 1.225
H -4.421 -2.097 0.878
H -6.089 -1.329 2.236
H -6.066 0.520 3.713
H -4.386 2.174 3.797
H -2.619 2.499 2.402
H -0.697 2.979 -0.106
H -2.147 3.256 0.803
H -2.450 4.197 -1.337
H -3.545 2.842 -1.151
O 1.447 3.455 2.145
C 1.319 2.265 1.566
O 0.394 1.514 1.728
C 2.492 1.907 0.686
C 3.632 2.688 0.604
C 4.681 2.217 -0.169
C 4.552 0.985 -0.790
C 3.368 0.280 -0.646
N 2.344 0.748 0.060
C 3.126 -1.112 -1.194
O 4.102 -1.724 -1.862
O 2.087 -1.677 -0.992
H 0.659 3.599 2.693
H 3.692 3.627 1.134
H 5.592 2.791 -0.271
H 5.380 0.603 -1.372
H 4.879 -1.168 -1.974
C 0.530 -4.049 4.000
N 0.927 -3.251 2.841
C 1.855 -3.832 1.874
C 0.532 -1.992 2.666
C -0.380 -1.342 3.668
O 0.925 -1.347 1.670
H 0.489 -5.094 3.703
H -0.462 -3.762 4.338
H 1.235 -3.945 4.826
H 1.915 -4.901 2.054
H 2.850 -3.396 1.975
H 1.511 -3.653 0.857
H -0.126 -1.578 4.699
H -1.406 -1.668 3.477
H -0.345 -0.267 3.511
```

Output
- Net charge: +1
- Spin multiplicity: 1
- Gap between HOMO and LUMO: 5.57 eV
- Calculated total energy: -2024.5399 Eh
- Relative energy (zero: lowest compared OMol25 entry of this formula, charge and spin): 0.0 kJ/mol
- E_HOMO: -0.330 Ha